Entry 1:
Density functional theory data (the ωB97M-V functional and the def2-TZVPD basis) for 3 unconnected molecules or ions with the total composition C3H13NO3.

Structure (XYZ):
```
20
Properties=species:S:1:pos:R:3:mulliken_charge:R:1
C 0.11454 2.43103 -1.29157 -1.310
C 0.84446 1.14162 -0.82074 0.489
N 1.23428 0.23945 -1.90184 -0.597
C 0.03625 0.35789 0.17049 -0.761
O 0.62808 -0.80233 0.69600 -0.418
H -0.76893 2.71451 -0.71619 0.337
H 0.79613 3.27522 -1.18713 0.325
H -0.16213 2.29198 -2.33288 0.320
H 1.78509 1.49831 -0.39157 0.286
H 1.84277 0.65500 -2.58468 0.220
H 0.47507 -0.24725 -2.35130 0.200
H -0.15950 1.05588 1.00274 0.233
H -0.95595 0.15830 -0.26095 0.334
H 1.39624 -1.00555 0.15020 0.318
O -0.40215 -2.67756 2.91325 -0.621
H -0.42677 -2.19196 3.71701 0.298
H 0.21692 -2.33960 2.25105 0.330
O -2.44086 -2.06591 0.74772 -0.650
H -2.54680 -2.51841 1.59305 0.332
H -1.50676 -1.97062 0.59733 0.333
```

Computed properties:
E_LUMO in eV: 0.8
Calculated total energy in eV: -10954.217
ΔE to the lowest compared entry with this formula, charge and spin in kJ/mol: 53.5
HOMO in eV: -9.7
Gap between HOMO and LUMO in eV: 10.487
SMILES: C[C@H](N)CO.O.O

Entry 2:
Density functional theory data (the ωB97M-V functional and the def2-TZVPD basis) for 4 unconnected molecules or ions with the total composition C3H13NO3.

Structure (XYZ):
```
20
Properties=species:S:1:pos:R:3:mulliken_charge:R:1
C 0.38392 -1.01438 2.50250 -1.191
C 0.20080 -0.34761 1.14858 0.178
C -0.61871 0.71860 1.14055 -0.373
N -0.29666 1.84308 0.23232 -0.494
H 0.84124 -0.20900 3.11156 0.296
H 1.05493 -1.84741 2.32715 0.304
H -0.51977 -1.28810 2.86170 0.390
H 0.49680 -0.71809 0.09077 0.141
H -1.28445 0.98396 1.95545 0.407
H 0.35485 2.63798 0.55245 0.251
H 0.06087 1.52127 -0.67420 0.279
O -3.27968 1.00433 -1.42513 -0.654
H -3.03300 0.15869 -1.64929 0.289
H -2.61782 1.09070 -0.65393 0.347
O 3.00071 -1.88809 -0.32035 -0.630
H 2.59436 -1.57301 -1.14589 0.271
H 2.70174 -2.89339 -0.45189 0.350
O 0.27064 0.00318 -2.33075 -0.575
H 0.51728 0.50632 -1.58377 0.143
H 1.18007 -0.36651 -2.50622 0.270
```

Computed properties:
E_LUMO in eV: 0.1
Calculated total energy in eV: -10951.254
ΔE to the lowest compared entry with this formula, charge and spin in kJ/mol: 339.4
HOMO in eV: -8.4
Gap between HOMO and LUMO in eV: 8.499
SMILES: C/C=C/N.O.O.O

Entry 3:
Density functional theory data (the ωB97M-V functional and the def2-TZVPD basis) for 3 unconnected molecules or ions with the total composition C3H14N2O.

Structure (XYZ):
```
20
Properties=species:S:1:pos:R:3:mulliken_charge:R:1
C 0.38820 -1.57237 0.78978 -0.612
C 0.32250 -1.24215 -0.74290 -0.329
C 0.13834 0.17595 -0.67267 -0.498
N 0.66602 1.18034 -2.40864 -0.722
N -0.71444 -0.89070 1.50893 -0.302
H 1.36514 -1.25400 1.41291 0.334
H 0.14184 -2.59674 0.80895 0.405
H -0.52290 -1.78650 -1.10359 0.297
H 1.32502 -1.58942 -1.39446 0.368
H -0.83201 0.66421 -0.83208 0.457
H 0.84636 0.74845 -0.16951 0.424
H 0.74376 2.17295 -2.27348 0.347
H 1.65463 1.05249 -2.76569 0.365
H 0.01851 1.05113 -3.19872 0.351
H -0.96085 -1.39185 2.35827 0.377
H -1.55435 -1.01363 0.95608 0.373
H -0.63879 0.23902 1.66919 0.305
H -1.53621 2.23463 2.33908 0.343
H -0.02965 2.18428 1.74536 0.328
O -0.82112 1.63393 1.97318 -0.611
```

Computed properties:
E_LUMO in eV: -8.8
Calculated total energy in eV: -8346.814
ΔE to the lowest compared entry with this formula, charge and spin in kJ/mol: 274.4
HOMO in eV: -20.7
Charge: +2
Gap between HOMO and LUMO in eV: 11.915

Repeat the second record exactly.
Density functional theory data (the ωB97M-V functional and the def2-TZVPD basis) for 4 unconnected molecules or ions with the total composition C3H13NO3.

Structure (XYZ):
```
20
Properties=species:S:1:pos:R:3:mulliken_charge:R:1
C 0.38392 -1.01438 2.50250 -1.191
C 0.20080 -0.34761 1.14858 0.178
C -0.61871 0.71860 1.14055 -0.373
N -0.29666 1.84308 0.23232 -0.494
H 0.84124 -0.20900 3.11156 0.296
H 1.05493 -1.84741 2.32715 0.304
H -0.51977 -1.28810 2.86170 0.390
H 0.49680 -0.71809 0.09077 0.141
H -1.28445 0.98396 1.95545 0.407
H 0.35485 2.63798 0.55245 0.251
H 0.06087 1.52127 -0.67420 0.279
O -3.27968 1.00433 -1.42513 -0.654
H -3.03300 0.15869 -1.64929 0.289
H -2.61782 1.09070 -0.65393 0.347
O 3.00071 -1.88809 -0.32035 -0.630
H 2.59436 -1.57301 -1.14589 0.271
H 2.70174 -2.89339 -0.45189 0.350
O 0.27064 0.00318 -2.33075 -0.575
H 0.51728 0.50632 -1.58377 0.143
H 1.18007 -0.36651 -2.50622 0.270
```

Computed properties:
E_LUMO in eV: 0.1
Calculated total energy in eV: -10951.254
ΔE to the lowest compared entry with this formula, charge and spin in kJ/mol: 339.4
HOMO in eV: -8.4
Gap between HOMO and LUMO in eV: 8.499
SMILES: C/C=C/N.O.O.O

Among the records above, which one has the highest HOMO? number 2

Look up the calculated total energy of the second one. -10951.254 eV

Copy entry 2 word for word.
Density functional theory data (the ωB97M-V functional and the def2-TZVPD basis) for 4 unconnected molecules or ions with the total composition C3H13NO3.

Structure (XYZ):
```
20
Properties=species:S:1:pos:R:3:mulliken_charge:R:1
C 0.38392 -1.01438 2.50250 -1.191
C 0.20080 -0.34761 1.14858 0.178
C -0.61871 0.71860 1.14055 -0.373
N -0.29666 1.84308 0.23232 -0.494
H 0.84124 -0.20900 3.11156 0.296
H 1.05493 -1.84741 2.32715 0.304
H -0.51977 -1.28810 2.86170 0.390
H 0.49680 -0.71809 0.09077 0.141
H -1.28445 0.98396 1.95545 0.407
H 0.35485 2.63798 0.55245 0.251
H 0.06087 1.52127 -0.67420 0.279
O -3.27968 1.00433 -1.42513 -0.654
H -3.03300 0.15869 -1.64929 0.289
H -2.61782 1.09070 -0.65393 0.347
O 3.00071 -1.88809 -0.32035 -0.630
H 2.59436 -1.57301 -1.14589 0.271
H 2.70174 -2.89339 -0.45189 0.350
O 0.27064 0.00318 -2.33075 -0.575
H 0.51728 0.50632 -1.58377 0.143
H 1.18007 -0.36651 -2.50622 0.270
```

Computed properties:
E_LUMO in eV: 0.1
Calculated total energy in eV: -10951.254
ΔE to the lowest compared entry with this formula, charge and spin in kJ/mol: 339.4
HOMO in eV: -8.4
Gap between HOMO and LUMO in eV: 8.499
SMILES: C/C=C/N.O.O.O